i.
The molecule C2H2F2S2. Source: the Open Molecules 2025 dataset; level of theory: ωB97M-V/def2-TZVPD.

XYZ file:
```
8
Properties=species:S:1:pos:R:3:mulliken_charge:R:1
C 0.56948 1.27868 0.79709 -0.1258
C 0.29752 0.75697 -0.49887 0.2422
F -0.24496 2.12095 1.37376 -0.1660
F 1.34351 0.54149 -1.37427 -0.2215
S -1.24532 -1.98585 0.09678 -0.2827
S 0.31743 -0.54223 0.86258 0.0470
H -0.71863 0.82734 -1.15139 0.3344
H -0.31904 -2.99733 -0.10567 0.1724
```

Results
- lowest unoccupied orbital energy (eV) = -1.15
- M (g/mol) = 128.17
- HOMO-LUMO gap (eV) = 7.9618
- HOMO level (eV) = -9.111
- net charge = 0


ii.
A cluster of 2 separate species, C2H2F2S2 in total. Source: the Open Molecules 2025 dataset; level of theory: ωB97M-V/def2-TZVPD.

XYZ file:
```
8
Properties=species:S:1:pos:R:3:mulliken_charge:R:1
C 0.33106 0.60764 -0.07469 0.0086
C -0.98206 0.34160 -0.55731 0.1771
F 0.84138 1.68978 0.45552 -0.1777
F -1.87427 1.30284 -0.96097 -0.2366
S 0.86747 -1.84097 1.59363 -0.1928
S 0.41939 -0.07206 -1.67854 -0.0166
H -1.73786 -0.39816 -0.29795 0.3206
H 2.13489 -1.63066 1.52032 0.1174
```

Results
- lowest unoccupied orbital energy (alpha / beta) (eV) = -2.09 / -1.15
- M (g/mol) = 128.17
- HOMO-LUMO gap (alpha / beta) (eV) = 6.7305 / 8.4672
- HOMO level (alpha / beta) (eV) = -8.825 / -9.616
- net charge = 0


Which of them is most stable? Easy: i.


i.
A cluster of 2 separate species, CH4O2S2 in total. Source: the Open Molecules 2025 dataset; level of theory: ωB97M-V/def2-TZVPD.

XYZ file:
```
9
Properties=species:S:1:pos:R:3:mulliken_charge:R:1
C 0.79260 -0.01970 -0.39443 -0.3699
O -2.07026 -1.25627 0.04259 -0.5120
O -1.02805 0.77172 -0.90082 -0.4642
S -3.74241 0.98807 -1.09133 -0.3082
S -2.20100 0.14783 -0.14692 0.6530
H 1.08656 0.66102 -1.13156 0.2174
H 0.61253 -1.15582 -0.42723 0.3075
H 1.18839 0.16373 0.55801 0.3203
H -1.85563 0.72818 1.20079 0.1562
```

Results
- lowest unoccupied orbital energy (alpha / beta) (eV) = -1.70 / -1.70
- M (g/mol) = 112.17
- HOMO-LUMO gap (alpha / beta) (eV) = 7.2445 / 7.2458
- HOMO level (alpha / beta) (eV) = -8.942 / -8.943
- net charge = 0


ii.
The molecule CH4O2S2. Source: the Open Molecules 2025 dataset; level of theory: ωB97M-V/def2-TZVPD.

XYZ file:
```
9
Properties=species:S:1:pos:R:3:mulliken_charge:R:1
C 0.14650 0.47522 0.08428 -0.8057
O 0.02242 -3.24001 1.45963 -0.5327
O -1.80577 -2.30445 0.10853 -0.5247
S -0.15495 -0.23459 1.72987 -0.0097
S -0.47002 -2.12018 0.73111 0.7801
H -0.41120 -0.00236 -0.78099 0.2991
H 1.16041 0.78510 -0.19508 0.3410
H -0.30200 1.51973 0.14513 0.2980
H 0.28378 -2.18544 -0.37948 0.1546
```

Results
- lowest unoccupied orbital energy (eV) = -0.53
- M (g/mol) = 112.17
- HOMO-LUMO gap (eV) = 9.7536
- HOMO level (eV) = -10.280
- SMILES = CS[SH](=O)=O
- net charge = 0


Which of them is most stable? Easy: ii.


i.
A structure of composition C24H61CaN2O10. Source: the Open Molecules 2025 dataset; level of theory: ωB97M-V/def2-TZVPD.

XYZ file:
```
98
Properties=species:S:1:pos:R:3:mulliken_charge:R:1
Ca 3.61270 24.23230 -18.24866 1.5261
C -1.67164 25.22186 -13.93050 -0.7937
C -0.74531 24.93739 -15.10784 0.6133
O -0.60500 25.73428 -16.03363 -0.7471
O -0.19123 23.83853 -15.13012 -0.7122
H -1.31644 24.73532 -13.02208 0.2600
H -2.67153 25.06121 -14.33361 0.2350
H -1.65318 26.31069 -13.88355 0.2748
C -6.31988 27.87364 -18.96083 -0.4230
O -6.56539 28.44825 -17.61280 -0.5100
H -6.92333 26.99424 -19.18577 0.2138
H -6.65987 28.63345 -19.66454 0.2147
H -5.24023 27.72870 -18.99871 0.2041
H -5.75746 28.89057 -17.34223 0.3004
C 5.56669 20.64470 -16.06069 -0.8466
O 5.92105 21.46804 -17.17052 -0.2028
C 7.28822 21.29662 -17.71899 -0.5442
C 7.53578 22.36728 -18.77462 -0.8615
N 6.54089 22.55981 -19.81635 -0.0403
C 6.35614 21.50197 -20.77228 -1.1001
C 5.61138 20.20478 -20.28332 -0.5188
O 4.61436 20.58702 -19.29991 -0.1975
C 3.77015 19.48006 -18.99185 -1.0095
H 5.76229 21.02802 -15.05923 0.3038
H 6.06097 19.67528 -16.12390 0.3149
H 4.49056 20.48288 -15.99855 0.2782
H 7.48924 20.27669 -18.04675 0.3278
H 7.99518 21.46345 -16.90629 0.5255
H 8.47259 22.04957 -19.23238 0.3513
H 7.69062 23.29502 -18.22378 0.3337
H 6.75670 23.23971 -20.53138 0.2982
H 7.27301 21.31257 -21.33047 0.3964
H 5.76080 21.93109 -21.57821 0.4316
H 6.36184 19.59934 -19.77502 0.2215
H 5.19011 19.63300 -21.11018 0.5736
H 3.23437 19.29967 -19.92378 0.4245
H 2.92249 19.74661 -18.36056 0.3224
H 4.18824 18.50939 -18.72518 0.3200
C 5.42201 26.84158 -15.79654 -0.8606
O 4.70540 26.98126 -17.01189 -0.2032
C 4.83493 28.28666 -17.62604 -0.6948
C 3.90598 28.52794 -18.78801 -0.7742
N 3.95897 27.52004 -19.91511 -0.1538
C 2.85384 27.70625 -20.82475 -0.7496
C 2.53606 26.39506 -21.59043 -0.7316
O 2.27801 25.45102 -20.56534 -0.0975
C 1.02722 24.84476 -20.81220 -0.7332
H 5.12724 25.92171 -15.29150 0.2928
H 5.04305 27.54669 -15.05674 0.3391
H 6.50332 26.72362 -15.86693 0.3430
H 5.90800 28.40831 -17.77377 0.4428
H 4.57290 29.11092 -16.96268 0.3877
H 4.14756 29.51918 -19.17166 0.3226
H 2.95641 28.48921 -18.25423 0.4223
H 4.82893 27.71350 -20.39033 0.2386
H 2.94540 28.53195 -21.53040 0.4551
H 1.97877 27.99371 -20.24190 0.3357
H 3.24231 25.94004 -22.28489 0.3527
H 1.71559 26.62071 -22.27162 0.4469
H 1.07267 24.44084 -21.82358 0.3568
H 0.13527 25.47105 -20.79574 0.2935
H 0.88654 24.14486 -19.98852 0.2101
C -8.68368 24.08632 -10.87064 -1.1527
C -9.38444 24.86287 -11.96323 0.3428
C -9.12985 24.31424 -13.33011 -1.1954
O -10.76559 24.62793 -11.70112 -0.5679
H -7.60859 24.11009 -11.04867 0.3321
H -9.07650 23.07229 -10.79618 0.2894
H -8.81668 24.53006 -9.88397 0.3221
H -9.28118 25.94739 -11.92774 0.2851
H -9.62447 25.02798 -13.98893 0.3274
H -9.34500 23.25166 -13.44286 0.3596
H -8.08068 24.44461 -13.59535 0.3261
H -11.05420 23.72873 -11.87363 0.3316
C 1.65501 34.41223 -13.32672 -1.1583
C 0.28181 33.94605 -14.00649 0.7076
C -0.74330 33.58762 -12.96161 -1.3869
O -0.17908 34.96698 -14.78143 -0.5669
H 1.62241 35.46682 -13.05308 0.3179
H 2.50111 34.30776 -14.00591 0.2934
H 1.74507 33.97759 -12.33119 0.3279
H 0.30088 33.03365 -14.60253 0.1437
H -0.20451 33.27911 -12.06571 0.3017
H -1.38090 32.71809 -13.12123 0.3556
H -1.43474 34.33727 -12.57686 0.3587
H -1.08225 35.28206 -14.70010 0.3058
C -2.30131 18.19671 -11.75328 -1.3236
C -2.54590 17.28948 -13.00624 0.5056
C -3.74171 16.34091 -12.79063 -1.1895
O -2.72380 18.22268 -14.01527 -0.5370
H -1.57613 18.95979 -12.03598 0.4519
H -1.75848 17.58321 -11.03421 0.3294
H -3.19129 18.67580 -11.34524 0.2987
H -1.67126 16.69875 -13.27853 0.2069
H -3.68217 15.87098 -11.80893 0.3266
H -3.84215 15.60754 -13.59072 0.3042
H -4.61169 16.99285 -12.71176 0.3300
H -2.14220 18.96167 -13.82233 0.2971
```

Results
- lowest unoccupied orbital energy (eV) = -5.11
- M (g/mol) = 577.83
- HOMO-LUMO gap (eV) = 3.4979
- HOMO level (eV) = -8.610
- net charge = +1


ii.
A structure of composition C24H61CaN2O10. Source: the Open Molecules 2025 dataset; level of theory: ωB97M-V/def2-TZVPD.

XYZ file:
```
98
Properties=species:S:1:pos:R:3:mulliken_charge:R:1
Ca -0.18062 0.15144 2.46365 1.4374
C 1.97325 1.37158 -1.06335 -1.1889
C 1.25046 0.96848 0.20874 1.5233
O 0.17430 1.55542 0.50120 -0.7143
O 1.76255 0.13410 1.01097 -1.0819
H 1.57204 0.88825 -1.95469 -0.0321
H 2.99418 0.99107 -1.03359 0.3291
H 1.90137 2.43898 -1.26909 0.4435
C -1.94162 3.78319 -1.04099 -0.6648
O -0.59093 3.51094 -1.24226 -0.5369
H -2.29843 4.42100 -1.84992 0.3314
H -2.57274 2.89284 -1.05423 0.1738
H -2.07786 4.34181 -0.11346 0.2838
H -0.35549 2.96878 -0.48165 0.3261
C -7.04727 -0.38005 -5.55924 -0.8203
O -5.72465 -0.51987 -5.15647 -0.2842
C -4.87445 0.60312 -5.50321 -0.7516
C -3.43684 0.26137 -5.06066 -0.7245
N -3.35124 0.27957 -3.63777 -0.1995
C -2.06850 0.49958 -3.02161 -0.0984
C -0.88187 -0.40457 -3.50643 -0.2694
O -1.14177 -1.75044 -2.99578 -0.2153
C -0.21340 -2.68050 -3.67936 -0.9083
H -7.60303 0.34635 -4.96616 0.2875
H -7.47375 -1.38348 -5.53344 0.2691
H -7.09811 -0.22500 -6.63857 0.3338
H -5.23019 1.54484 -5.08215 0.3501
H -4.87076 0.85189 -6.56610 0.4362
H -2.84393 0.96853 -5.64105 0.4338
H -3.21322 -0.79133 -5.24041 0.3979
H -3.77955 -0.60902 -3.41915 0.3276
H -2.13351 0.49837 -1.93312 -0.4906
H -1.72855 1.51249 -3.24324 0.3684
H 0.08055 0.01056 -3.20670 0.0297
H -0.96862 -0.41174 -4.59365 0.5017
H -0.37601 -2.62110 -4.75578 0.3389
H -0.45923 -3.69468 -3.36625 0.2721
H 0.81103 -2.40557 -3.42786 0.3134
C -0.76308 -2.32951 0.25766 -0.7117
O -1.37372 -1.30638 1.08766 0.4265
C -2.78796 -1.49807 1.14888 -0.6486
C -3.26562 -0.10383 1.46518 -0.7645
N -2.51330 0.60925 2.50507 -0.1650
C -2.97419 1.97447 2.63619 -0.5697
C -2.23128 2.70953 3.74144 -0.7592
O -0.90950 2.61158 3.33897 -0.1326
C 0.10173 3.33550 4.06138 -0.9012
H -1.36849 -2.34255 -0.64821 0.4764
H -0.71425 -3.28103 0.78629 0.2263
H 0.24569 -1.98097 0.04050 -0.1747
H -2.99045 -2.31549 1.84189 0.3472
H -3.32389 -1.71917 0.22491 0.3759
H -4.31249 -0.19385 1.76058 0.5017
H -3.22871 0.58103 0.61771 0.2263
H -2.85923 0.19463 3.36219 0.1375
H -4.05637 2.04681 2.75911 0.5167
H -2.87752 2.43640 1.65271 0.1283
H -2.43981 2.25479 4.71166 0.3747
H -2.54764 3.75008 3.82623 0.4570
H -0.21942 4.37068 3.93404 0.3940
H 1.02094 3.33171 3.47598 0.2174
H 0.24828 3.14236 5.12390 0.3465
C 4.55953 4.48546 2.45614 -1.1893
C 5.83138 3.75559 1.99316 0.4783
C 5.55926 2.76078 0.89429 -0.9176
O 6.72929 4.64246 1.44411 -0.5588
H 3.81786 4.73563 1.69804 0.2872
H 4.89159 5.41324 2.92355 0.4142
H 4.14784 3.86530 3.25331 0.2422
H 6.34889 3.37549 2.87557 0.2620
H 4.54908 2.35100 0.87966 -0.0276
H 6.23898 1.91707 1.01772 0.3225
H 5.76326 3.20483 -0.07965 0.3857
H 6.89573 5.38582 2.02883 0.2965
C 4.78073 -3.85317 0.38585 -1.5996
C 3.93594 -2.62754 0.05569 0.5543
C 2.75453 -2.89506 -0.89219 -0.5459
O 3.49769 -2.17512 1.25752 -0.6455
H 5.24104 -4.28977 -0.50050 0.4085
H 4.12281 -4.65062 0.73462 0.3119
H 5.46541 -3.69257 1.21790 0.3811
H 4.55700 -1.84749 -0.38843 0.3613
H 2.13745 -3.71023 -0.51383 0.0852
H 3.11502 -3.20604 -1.87370 0.5793
H 2.17470 -2.00111 -1.12324 -0.1945
H 3.22175 -1.25808 1.17251 0.1691
C -0.36912 -3.80452 3.94652 -1.2916
C 1.00339 -3.45738 3.36488 0.5202
C 1.67191 -4.56580 2.52811 -1.1190
O 0.84285 -2.37196 2.56752 -0.2265
H -0.99404 -3.99565 3.07295 0.2446
H -0.80626 -2.93873 4.44570 0.2838
H -0.41662 -4.64696 4.63542 0.4543
H 1.66064 -3.23407 4.20738 0.3116
H 2.72451 -4.28542 2.52379 0.2965
H 1.21537 -4.76969 1.55978 0.1482
H 1.58873 -5.52491 3.04079 0.4859
H 1.69854 -2.28598 2.13118 0.1788
```

Results
- lowest unoccupied orbital energy (eV) = -3.10
- M (g/mol) = 577.83
- HOMO-LUMO gap (eV) = 7.2172
- HOMO level (eV) = -10.320
- net charge = +1


Which of them is most stable? Easy: ii.